# 1
C21H47InO2P3 as an isolated structure at a distorted geometry, computed with ωB97M-V/def2-TZVPD.

The geometry in ORCA input format:
```
! RIJCOSX wB97M-V def2-TZVPD def2/J DEFGRID3
* xyz 3 1
H -3.3179 -2.0458 -1.7719
C -2.6632 2.9604 0.9888
H -2.4492 0.3851 4.0705
C 0.9435 -2.0014 2.3911
H 2.4195 4.6378 0.7854
H -3.6754 2.3166 -0.8591
H 0.4575 2.6977 -3.8718
C -0.5888 2.3544 -3.7501
H 3.0722 0.9888 1.7663
H 1.6921 -2.8068 2.3730
C 2.0453 4.4557 -1.9809
H 0.5576 -2.7100 -1.9682
H -2.9494 3.2580 2.0098
H 2.4273 -2.2339 -0.4187
C -2.0326 1.1488 3.4083
H 2.7679 -0.1745 3.0878
H -3.3930 0.6282 1.8298
P -1.3466 -2.5381 -0.4865
H -0.9507 -4.3152 1.1778
H -0.0469 -2.4241 2.1693
P 1.7944 3.0278 -0.8424
H -1.8121 -0.1527 1.6924
H 3.4277 1.6127 -1.9012
H -0.3291 -4.2725 -1.8813
C -2.4963 -1.6937 -6.5101
H 2.3142 4.1136 -2.9860
H -4.4053 -0.8267 -5.9105
C -3.8960 2.7726 0.1188
H 1.1510 5.0856 -2.0410
C 3.3613 2.1299 -0.9363
H -2.4897 2.1046 3.6793
H -2.2953 -3.2213 1.6326
H 2.1747 3.0235 1.5718
C -1.8264 -3.7718 0.8044
H 2.8783 5.0208 -1.5286
H 3.4714 1.4045 -0.1206
H -2.9589 -2.1839 -7.3788
C -2.3165 0.7847 1.9666
H 4.1534 2.8886 -0.8696
O -1.8545 1.7671 1.0333
P 1.3721 -0.7004 1.1457
C -1.5426 -0.7269 -4.0812
C -1.5893 3.1467 -3.1131
H -4.6444 2.1534 0.6320
H 0.1140 -0.2353 -5.3777
H -0.8915 1.6290 -4.5132
H -3.4617 0.2569 -3.8308
C 2.2998 0.4144 2.2882
H 3.3504 -2.1289 1.1075
H 1.5908 1.1183 2.7437
H 0.1378 -1.7495 -4.4312
H -0.9570 1.2165 3.5985
O -1.1194 -0.8341 -2.9083
C 2.7972 -1.5545 0.3564
H 0.7709 -3.7843 -0.5358
C 1.7786 3.7433 0.8361
In -0.4713 2.2038 -1.4288
C 0.0623 -3.4270 -1.2966
H -2.5587 -4.4712 0.3827
H -0.4660 -2.2591 -6.9901
H 3.4621 -0.8222 -0.1108
C -0.4962 -1.1262 -5.1052
C -2.8724 -0.3704 -4.4960
H -1.6732 4.2323 -3.2387
H 0.9211 -1.5507 3.3940
C -3.3421 -0.9250 -5.6681
H -2.2227 -3.0642 -2.7169
H -2.0136 3.7463 0.5661
H -2.5964 2.6842 -3.0471
C -1.1417 -1.7602 -6.2913
C -2.6547 -2.9164 -1.7209
H 0.7538 4.0267 1.1283
H -3.2289 -3.8004 -1.4285
H -4.3519 3.7517 -0.0592
*
```

The value obtained for the energy above the lowest of the compared OMol25 structures with the same formula, charge and spin is 453.2 kJ/mol. The calculation puts the highest occupied orbital energy (alpha / beta) at -16.40 / -16.38 eV. For the HOMO-LUMO gap (alpha / beta), the calculation gives 0.21231 / 0.17803 hartree. Its strongest force on any atom is 3.939 eV Å⁻¹.

These are the Mulliken partial charges, in e, on atoms 1 to 8: H 0.30; C -0.42; H 0.43; C -1.11; H 0.47; H 0.03; H 0.41; C -0.57

=====

# 2
C20H34AlBr2CaCsIN4O11P2 as an isolated structure at a distorted geometry, computed with ωB97M-V/def2-TZVPD.

The geometry in ORCA input format:
```
! RIJCOSX wB97M-V def2-TZVPD def2/J DEFGRID3
* xyz 1 1
I 0.8862 -1.7662 -2.5073
Al 1.4930 -4.1985 -2.9202
H -2.7103 -0.5400 -5.0568
N -4.5119 -1.5948 -3.2253
H 0.1898 0.8685 -2.9141
C -2.5466 -2.9786 -2.4021
H -0.9954 -5.0766 4.2305
H 2.6559 -2.9746 -4.5664
C -2.5523 -0.1875 -2.7444
H -6.6302 -0.4075 -4.3991
O -0.2599 -5.1618 3.6099
O -5.3804 2.7367 -5.2368
H -0.9606 -0.3694 -4.4595
C 5.1993 -3.8677 3.2392
H -1.8193 1.1527 -1.0080
N -0.1089 4.2936 2.7269
C 5.7716 -3.2684 4.5034
O 1.6165 0.2150 5.6601
O 4.6051 -1.7491 5.9671
C 0.0258 0.2101 -1.9663
C 4.5747 -2.5775 5.0952
H 2.6050 4.2512 4.3099
H 0.8037 1.9272 -0.5173
Ca 0.8919 -1.5455 -7.2201
O 3.4269 -3.0551 4.5300
O -5.8914 2.8480 -2.5514
C -2.0976 1.5869 -4.5859
Br -1.5006 -4.6309 0.5601
H -0.5428 -5.8616 3.0065
C 1.0332 0.8212 -0.8231
H 3.0947 -4.0453 2.7421
H -1.7320 -5.2900 -1.9741
H 4.1453 5.0596 4.5780
H 5.7117 -4.7757 2.9136
P -6.1870 2.0880 -4.0852
P 2.1115 0.9396 6.9172
C -1.5420 0.1277 -1.5279
H 3.6239 -3.2359 -5.9452
C 2.7330 6.2540 3.4550
H 3.2683 7.1819 3.6786
O -7.8848 2.3141 -4.3603
Cs 0.0123 0.0769 1.4912
C -2.0401 -0.0100 -4.2693
H -4.2535 -2.0536 -4.1208
O 2.7382 -1.3432 -5.8741
H 5.2597 -3.1357 2.4258
H -1.7044 -0.7033 -0.7280
Br -8.0251 -1.3841 -3.8442
N -3.7666 0.7375 -2.7371
H 3.6037 -5.0628 4.1100
N -5.9434 0.3302 -3.9862
C 3.0653 5.2192 4.5263
H 6.1188 -4.0374 5.1977
O 3.3056 1.8339 6.5633
C 1.2346 6.5526 3.3599
H 1.0493 7.3073 2.5904
C 3.7543 -4.1005 3.6114
C 0.4847 5.2947 3.0069
H 1.1594 0.1240 0.1193
C -4.8387 -0.1283 -3.3652
H 6.5686 -2.5566 4.2855
C -1.9162 2.8637 -4.9014
C 3.2859 -2.4162 -5.2858
O 2.5439 -0.0936 7.9635
C -3.3254 -1.5528 -2.3105
H -3.7701 -1.3447 -1.2535
H -4.1406 0.7901 -1.7686
C -1.9518 -4.1552 -2.0957
H -1.9539 4.0179 -4.9332
H 2.0924 0.8494 -1.3181
H 3.1020 5.8946 2.4879
H 2.7227 5.5505 5.5114
H 0.8588 6.9393 4.3116
O 0.9802 1.8059 7.4834
H -6.7565 3.0338 -2.1095
H 4.1927 -2.2487 -4.6809
H -8.3419 1.4443 -4.2083
*
```

The calculation puts the highest occupied orbital energy at -8.65 eV. For the HOMO-LUMO gap, the calculation gives 0.04290 hartree. Its strongest force on any atom is 8.565 eV Å⁻¹.

These are the Mulliken partial charges, in e, on atoms 1 to 8: I 0.48; Al 0.44; H 0.46; N -0.26; H 0.42; C -0.39; H 0.30; H -0.20

=====

# 3
A 2-piece molecular cluster, C2H6BrP overall at a distorted geometry, computed with ωB97M-V/def2-TZVPD.

The geometry in ORCA input format:
```
! RIJCOSX wB97M-V def2-TZVPD def2/J DEFGRID3
* xyz 0 1
H -1.6214 -0.8243 1.0017
Br 1.0216 0.4802 1.9901
H 1.5843 -0.7894 -0.1036
H -0.4838 -2.3535 1.5765
H -0.5091 2.0212 -0.5222
C 0.6900 -0.5768 0.4599
H 0.8880 1.5685 -1.6449
P -0.7161 -1.6785 0.3676
C -0.0964 1.3784 -1.2671
H -0.7570 0.7743 -1.8580
*
```

The value obtained for the energy above the lowest of the compared OMol25 structures with the same formula, charge and spin is 449.3 kJ/mol. The calculation puts the highest occupied orbital energy (alpha / beta) at -8.53 / -8.83 eV. For the HOMO-LUMO gap (alpha / beta), the calculation gives 0.31812 / 0.30930 hartree. Its strongest force on any atom is 1.176 eV Å⁻¹.

These are the natural (NBO) partial charges, in e, on atoms 1 to 8: H -0.02; Br 0.06; H 0.20; H -0.03; H 0.18; C -0.59; H 0.18; P 0.32

=====

# 4
A 2-piece molecular cluster, C8H9N3O overall at a distorted geometry, computed with ωB97M-V/def2-TZVPD.

The geometry in ORCA input format:
```
! RIJCOSX wB97M-V def2-TZVPD def2/J DEFGRID3
* xyz 0 1
C -0.4627 -2.3162 1.9274
N 0.3488 -0.4971 -3.0225
N 0.1419 -1.5464 0.9253
C -0.7372 1.2003 -2.0124
H -0.4624 0.6887 3.1602
H -0.8026 -3.3415 1.9506
O 0.4349 2.7292 0.2191
C -0.7998 0.2192 -2.9787
C 1.1199 -0.0075 -2.1210
N 0.5195 1.0404 -1.4342
C -0.2160 -0.2454 2.7879
C 1.0547 1.6102 -0.2755
C 0.1645 -0.2884 1.4839
H 2.1199 -0.4209 -2.0532
H 2.0256 1.5261 0.0866
H 0.0819 -1.5635 -0.0694
H -0.7702 -2.0988 3.9867
H -1.3539 1.8921 -1.4888
H -0.3768 2.7406 -0.2694
C -0.6618 -1.5698 3.0867
H -1.3683 0.2486 -3.8893
*
```

The value obtained for the energy above the lowest of the compared OMol25 structures with the same formula, charge and spin is 516.8 kJ/mol. The calculation puts the highest occupied orbital energy (alpha / beta) at -8.04 / -7.63 eV. For the HOMO-LUMO gap (alpha / beta), the calculation gives 0.29130 / 0.26200 hartree. Its strongest force on any atom is 3.456 eV Å⁻¹.

These are the natural (NBO) partial charges, in e, on atoms 1 to 8: C -0.09; N -0.43; N -0.61; C -0.11; H 0.22; H 0.21; O -0.63; C -0.08

=====

# 5
The molecule C3H4F2 at a distorted geometry, computed with ωB97M-V/def2-TZVPD.

The geometry in ORCA input format:
```
! RIJCOSX wB97M-V def2-TZVPD def2/J DEFGRID3
* xyz 0 1
C 0.8416 1.2140 0.0220
C -0.9464 -0.8319 0.0533
H -0.0457 1.8489 0.4461
F -1.9723 -0.0143 -0.2560
F 1.5421 -1.0306 -0.2504
H -1.0432 -1.2471 1.0780
H -0.7372 -1.5117 -0.8094
H 1.7524 1.6277 -0.2071
C 0.6088 -0.0550 -0.0763
*
```

The value obtained for the energy above the lowest of the compared OMol25 structures with the same formula, charge and spin is 125.3 kJ/mol. The calculation puts the highest occupied orbital energy at -10.20 eV. For the HOMO-LUMO gap, the calculation gives 0.41307 hartree. Its strongest force on any atom is 4.619 eV Å⁻¹. Its structure (SMILES) is C=C(F)CF.

These are the natural (NBO) partial charges, in e, on atoms 1 to 8: C -0.52; C 0.01; H 0.23; F -0.34; F -0.34; H 0.18; H 0.18; H 0.22

=====

no.,E_tot (Eh)
1,-2191.83798
2,-8896.89558
3,-2995.01443
4,-549.54421
5,-316.36812